Record 1
DFT (ωB97M-V with the def2-TZVPD basis set) results for a molecular structure, C13H23BBaF4NP.

Geometry as ORCA input:
```
! RIJCOSX wB97M-V def2-TZVPD def2/J DEFGRID3
* xyz 0 1
C 0.591 3.661 -3.575
C -0.664 3.067 -3.465
C -0.833 1.883 -2.702
C 0.291 1.265 -2.192
C 1.536 1.838 -2.299
C 1.707 3.061 -2.987
C -2.250 1.423 -2.461
C -2.382 0.303 -1.418
N -1.980 -1.078 -1.904
Ba -0.816 -1.841 0.045
C 2.653 1.152 -1.555
P 1.832 -0.400 -0.992
H -1.550 3.503 -3.944
H 2.693 3.513 -3.041
H 0.688 4.609 -4.118
H 2.957 1.714 -0.650
H 3.563 0.940 -2.139
H -2.828 2.277 -2.039
H -2.767 1.185 -3.404
H -1.758 0.598 -0.550
C 3.207 -1.033 0.039
C 2.121 -1.450 -2.470
H -3.431 0.263 -1.068
C -1.384 -1.156 -3.269
C -3.119 -2.048 -1.803
H 0.062 -3.952 1.826
H -1.800 -2.032 -3.783
H -1.618 -0.268 -3.860
H -0.299 -1.277 -3.216
H -3.565 -2.234 -2.796
H -2.752 -3.034 -1.442
H -3.901 -1.654 -1.140
H 3.173 -1.361 -2.777
H 1.887 -2.494 -2.194
H 1.476 -1.134 -3.300
H 4.156 -0.796 -0.469
H 3.163 -0.547 1.025
H 3.105 -2.121 0.167
H -0.070 -4.531 1.236
F -0.076 0.802 1.152
B -0.204 0.090 2.388
F -1.518 -0.564 2.311
F 0.752 -0.988 2.331
F -0.088 0.899 3.469
*
```

Properties
strongest force on any atom	0.054	Eh/bohr
calculated total energy	-1355.18804	Ha
gap between HOMO and LUMO (alpha / beta)	4.755 / 4.782	eV



Record 2
DFT (ωB97M-V with the def2-TZVPD basis set) results for a molecular structure, C13H23BN6SiZn.

Geometry as ORCA input:
```
! RIJCOSX wB97M-V def2-TZVPD def2/J DEFGRID3
* xyz 2 1
C 1.448 -2.013 1.074
N 0.409 -1.176 0.869
N -0.737 -1.911 0.861
C -0.417 -3.213 1.062
C 0.966 -3.325 1.204
B -2.169 -1.331 0.557
N -2.427 -0.137 1.510
N -1.519 0.855 1.683
C -2.050 1.740 2.547
C -3.336 1.319 2.937
C -3.532 0.119 2.255
Zn 0.355 0.800 0.626
N -2.304 -0.906 -0.915
N -1.488 0.013 -1.498
C -1.852 0.059 -2.786
C -2.917 -0.834 -3.057
C -3.175 -1.432 -1.828
H -1.339 0.739 -3.470
H -3.909 -2.182 -1.531
H -3.430 -1.010 -4.003
H -2.959 -2.218 0.799
H -4.373 -0.574 2.245
H -1.204 -3.965 1.084
H -4.020 1.812 3.626
H 1.546 -4.229 1.380
H -1.479 2.619 2.850
H 2.461 -1.615 1.119
H -0.459 1.789 -0.606
C 0.147 2.420 0.071
H -0.519 3.103 0.619
H 1.002 2.054 1.013
H 0.922 2.953 -0.496
C 2.974 2.162 -1.701
Si 2.555 0.734 -0.554
C 2.745 -0.751 -1.688
C 3.913 0.809 0.740
H 2.217 2.233 -2.508
H 3.971 1.979 -2.152
H 3.028 3.116 -1.137
H 3.742 -0.703 -2.172
H 2.673 -1.717 -1.161
H 1.961 -0.709 -2.471
H 4.901 0.782 0.237
H 3.819 1.763 1.299
H 3.861 -0.022 1.466
*
```

Properties
strongest force on any atom	0.232	Eh/bohr
calculated total energy	-2930.66411	Ha
gap between HOMO and LUMO	3.879	eV



Record 3
DFT (ωB97M-V with the def2-TZVPD basis set) results for a molecular structure, C13H23CeF5NO2P2.

Geometry as ORCA input:
```
! RIJCOSX wB97M-V def2-TZVPD def2/J DEFGRID3
* xyz 2 2
Ce 0.621 -0.372 1.777
P -3.378 -0.507 0.317
C -2.196 -0.361 -1.097
C -0.959 0.542 -1.279
N 0.173 0.392 -0.512
C 1.340 0.958 -0.922
C 1.430 1.745 -2.064
C 0.275 1.974 -2.789
C -0.912 1.405 -2.357
C 2.575 0.773 -0.048
P 3.040 -0.988 0.451
H -1.841 1.576 -2.917
H 2.407 2.149 -2.351
H 0.317 2.585 -3.691
H 3.460 1.097 -0.605
H 2.520 1.436 0.850
H -1.924 -1.370 -1.282
H -2.882 -0.039 -1.911
H -1.778 -5.027 -3.356
O -1.840 -5.424 -4.215
H -2.058 -4.689 -4.811
H -3.388 -1.824 0.873
O -1.204 -1.591 1.572
H -1.388 -2.432 2.025
C 3.566 -1.713 -1.135
H 4.567 -1.368 -1.430
H 3.595 -2.804 -1.001
H 2.848 -1.480 -1.931
C 4.638 -0.684 1.273
H 4.908 -1.600 1.812
H 5.430 -0.458 0.548
H 4.567 0.131 2.002
C -3.183 0.850 1.486
H -4.141 1.387 1.565
H -2.919 0.430 2.466
H -2.410 1.563 1.157
C -5.074 -0.405 -0.303
H -5.653 -1.180 0.225
H -5.507 0.583 -0.080
H -5.122 -0.601 -1.382
F -0.763 1.927 3.638
C 0.311 1.990 2.748
F 0.107 3.109 1.973
C 1.613 2.083 3.501
F 1.478 2.627 4.719
F 2.209 0.806 3.706
F 2.524 2.798 2.786
*
```

Properties
strongest force on any atom	0.055	Eh/bohr
calculated total energy	-2371.02346	Ha
gap between HOMO and LUMO (alpha / beta)	7.916 / 7.982	eV



Record 4
DFT (ωB97M-V with the def2-TZVPD basis set) results for a molecular structure, C13H23F3N2O5SSi2.

Geometry as ORCA input:
```
! RIJCOSX wB97M-V def2-TZVPD def2/J DEFGRID3
* xyz 0 1
C 2.525 -1.584 2.198
C 3.936 -0.902 2.335
O 4.796 -1.798 3.059
C 4.577 -0.489 0.970
N 4.169 0.863 0.529
C 3.579 0.862 -0.835
C 2.205 0.070 -0.788
O 1.243 0.606 -1.745
Si -0.253 -0.173 -1.578
F -0.005 -1.376 -0.465
C -0.653 -1.048 -3.215
C -1.158 -2.513 -2.930
C -2.055 -3.086 -4.055
F -0.073 -3.412 -2.781
O -1.487 0.882 -1.137
Si -1.714 1.002 0.530
C -2.847 2.429 0.984
C -3.838 2.904 0.053
C -4.621 3.967 0.593
C -4.370 4.433 1.902
N -3.431 4.054 2.796
C -2.721 3.052 2.249
S -2.675 -0.798 1.392
O -3.387 -0.322 2.556
O -3.574 -1.347 0.405
F -1.585 -1.862 1.946
H 2.407 -1.990 1.167
H 2.370 -2.379 2.959
H 1.705 -0.831 2.303
H 3.793 0.012 2.973
H 4.302 -2.147 3.816
H 4.389 -1.292 0.221
H 5.685 -0.471 1.122
H 3.479 1.251 1.173
H 4.273 0.255 -1.456
H 3.458 1.884 -1.244
H 1.797 0.236 0.233
H 2.452 -0.994 -0.987
H 0.267 -1.175 -3.834
H -1.468 -0.547 -3.778
H -1.739 -2.575 -1.983
H -2.852 -2.360 -4.338
H -2.592 -4.013 -3.742
H -1.503 -3.346 -4.983
H -0.422 1.273 1.195
H -4.004 2.477 -0.946
H -5.424 4.423 -0.009
H -5.044 5.238 2.267
H -1.911 2.655 2.903
*
```

Properties
strongest force on any atom	0.058	Eh/bohr
calculated total energy	-2271.78483	Ha
gap between HOMO and LUMO	8.755	eV